Record 1
{
  "formula": "C5H15N2O2",
  "method": "ωB97M-V/def2-TZVPD",
  "elements": ["C", "O", "C", "C", "C", "C", "N", "N", "H", "H", "H", "H", "H", "H", "H", "H", "H", "H", "H", "H", "H", "H", "H", "O"],
  "xyz": [[-0.551, 1.720, 0.598], [-1.789, 1.402, 1.056], [0.450, 0.499, 0.661], [1.416, 0.609, -0.550], [1.871, -0.706, -1.091], [0.843, -1.712, -1.485], [-0.316, -1.147, -2.282], [1.244, 0.566, 1.910], [0.015, 2.497, 1.170], [-0.732, 2.149, -0.418], [-0.148, -0.441, 0.724], [2.246, 1.301, -0.318], [0.989, 1.340, -1.265], [2.670, -1.356, -0.656], [2.566, -0.382, -1.890], [1.108, -2.564, -2.117], [0.510, -2.382, -0.692], [-0.829, -0.466, -1.721], [-1.034, -1.867, -2.334], [1.787, 1.362, 2.211], [0.474, 0.547, 2.587], [-2.313, -1.166, 1.831], [-2.588, -0.046, 0.811], [-2.697, -1.038, 0.962]],
  "mulliken_charge": [-0.813, -0.928, 1.131, -1.211, -0.648, -0.624, -0.770, -0.860, 0.191, 0.244, -0.090, 0.513, 0.416, 0.276, 0.336, 0.456, 0.353, 0.311, 0.262, 0.251, 0.272, 0.272, 0.388, -0.727],
  "lumo_ha": 0.1407,
  "relative_energy_kj_mol": 126.0,
  "molar_mass_g_mol": 135.19,
  "max_force_ev_per_a": 3.39,
  "charge": -1,
  "spin_multiplicity": 1
}



Record 2
{
  "formula": "C5H15N2O2",
  "method": "ωB97M-V/def2-TZVPD",
  "elements": ["O", "C", "N", "C", "C", "C", "N", "C", "H", "H", "H", "H", "H", "H", "H", "H", "H", "H", "H", "H", "H", "H", "H", "O"],
  "xyz": [[0.100, 0.803, 1.940], [0.104, 0.967, 0.731], [-0.297, 2.077, 0.088], [-0.871, 2.082, -1.278], [-2.210, 1.343, -1.377], [0.682, -0.159, -0.143], [1.548, -1.001, 0.749], [2.271, -2.062, -0.002], [-0.687, 2.785, 0.692], [-1.014, 3.123, -1.508], [-0.153, 1.615, -1.955], [-2.036, 0.303, -1.632], [-2.803, 1.800, -2.154], [-2.751, 1.355, -0.440], [-0.108, -0.819, -0.478], [1.300, 0.229, -0.939], [2.209, -0.386, 1.223], [0.975, -1.388, 1.503], [3.130, -1.629, -0.501], [1.583, -2.529, -0.708], [2.568, -2.849, 0.683], [-1.282, -1.110, 1.986], [-1.305, -2.656, 1.994], [-0.954, -1.893, 1.524]],
  "mulliken_charge": [-0.665, 0.575, -0.179, -0.457, -1.000, -1.179, -0.090, -0.852, 0.302, 0.431, 0.205, 0.289, 0.370, 0.297, 0.482, 0.650, 0.367, 0.415, 0.353, 0.329, 0.362, 0.321, 0.297, -0.624],
  "lumo_ha": -0.1059,
  "relative_energy_kj_mol": 75.6,
  "molar_mass_g_mol": 135.19,
  "max_force_ev_per_a": 0.90,
  "charge": 1,
  "spin_multiplicity": 1
}



Record 3
{
  "formula": "C5H15N2S",
  "method": "ωB97M-V/def2-TZVPD",
  "elements": ["C", "C", "N", "N", "H", "H", "H", "H", "H", "H", "H", "H", "C", "C", "C", "S", "H", "H", "H", "H", "H", "H", "H"],
  "xyz": [[-2.292, -0.342, -1.506], [-2.071, -1.587, -0.628], [-0.831, -2.261, -1.008], [-2.986, 0.677, -0.711], [-1.299, -0.021, -1.825], [-2.893, -0.619, -2.377], [-2.020, -1.226, 0.403], [-2.932, -2.252, -0.733], [-0.798, -3.204, -0.639], [-0.067, -1.740, -0.568], [-2.263, 1.096, -0.120], [-3.314, 1.419, -1.321], [3.150, 0.610, 1.996], [2.951, 0.587, 0.467], [1.669, 1.310, 0.036], [0.170, 0.521, 0.706], [2.591, 1.406, 2.488], [4.211, 0.704, 2.251], [2.793, -0.328, 2.421], [3.837, 1.028, -0.006], [2.837, -0.449, 0.139], [1.675, 1.308, -1.061], [1.694, 2.356, 0.357]],
  "mulliken_charge": [-0.298, -0.470, -0.713, -0.754, 0.149, 0.420, 0.239, 0.398, 0.202, 0.205, 0.293, 0.207, -0.973, -0.408, -0.847, -0.630, 0.250, 0.347, 0.232, 0.332, 0.227, 0.247, 0.345],
  "lumo_ha": 0.1519,
  "relative_energy_kj_mol": 16.6,
  "molar_mass_g_mol": 135.26,
  "max_force_ev_per_a": 0.79,
  "charge": -1,
  "spin_multiplicity": 1
}



Record 4
{
  "formula": "C5H15N2S",
  "method": "ωB97M-V/def2-TZVPD",
  "elements": ["N", "C", "C", "S", "C", "N", "C", "C", "H", "H", "H", "H", "H", "H", "H", "H", "H", "H", "H", "H", "H", "H", "H"],
  "xyz": [[0.791, -1.452, -0.774], [-0.309, -0.904, 0.097], [-0.136, -1.308, 1.564], [1.557, -1.187, 2.169], [-0.480, 0.561, -0.257], [-1.104, 0.577, -1.600], [-1.041, 1.881, -2.307], [-0.878, 3.150, -1.480], [0.697, -2.440, -1.016], [1.707, -1.235, -0.365], [0.749, -0.957, -1.676], [-1.177, -1.464, -0.231], [-0.456, -2.347, 1.687], [-0.866, -0.705, 2.087], [1.423, -0.220, 3.080], [0.496, 1.034, -0.318], [-1.172, 1.021, 0.447], [-2.057, 0.253, -1.499], [-1.935, 1.923, -2.915], [-0.163, 1.801, -2.958], [-0.917, 3.973, -2.189], [-1.630, 3.287, -0.708], [0.102, 3.196, -1.003]],
  "mulliken_charge": [-0.263, 0.039, -0.779, -0.217, -0.964, -0.347, -0.419, -1.107, 0.333, 0.368, 0.351, 0.341, 0.385, 0.406, 0.184, 0.382, 0.422, 0.243, 0.406, 0.227, 0.363, 0.319, 0.328],
  "lumo_ha": -0.1185,
  "relative_energy_kj_mol": 71.6,
  "molar_mass_g_mol": 135.26,
  "max_force_ev_per_a": 1.48,
  "charge": 1,
  "spin_multiplicity": 1
}



Record 5
{
  "formula": "C5H15N2S",
  "method": "ωB97M-V/def2-TZVPD",
  "elements": ["C", "C", "C", "C", "C", "N", "N", "S", "H", "H", "H", "H", "H", "H", "H", "H", "H", "H", "H", "H", "H", "H", "H"],
  "xyz": [[0.815, 0.695, 1.092], [2.892, 0.501, -0.371], [-3.645, 0.918, -0.377], [1.328, 0.453, -0.286], [0.944, -0.998, -0.588], [-1.612, -1.022, -0.414], [1.608, -1.978, -0.047], [-2.931, -0.638, 0.411], [-0.394, 0.824, 1.078], [1.094, -0.113, 1.730], [1.152, 1.600, 1.548], [3.356, 0.933, 0.532], [3.379, 0.961, -1.293], [3.272, -0.518, -0.283], [-3.994, 1.725, 0.345], [-4.596, 0.501, -0.822], [-2.905, 1.081, -1.321], [0.935, 0.994, -1.036], [0.039, -1.218, -1.261], [-1.772, -1.988, -0.835], [2.509, -1.998, 0.374], [-2.337, -0.096, 1.641], [1.354, -2.938, -0.359]],
  "mulliken_charge": [-1.149, -1.141, -0.769, 0.262, 0.006, -0.618, -0.279, 0.127, 0.001, 0.421, 0.471, 0.353, 0.294, 0.239, 0.336, 0.307, 0.280, 0.437, 0.471, 0.212, 0.246, 0.193, 0.302],
  "lumo_ha": -0.1422,
  "relative_energy_kj_mol": 415.5,
  "molar_mass_g_mol": 135.26,
  "max_force_ev_per_a": 4.56,
  "charge": 1,
  "spin_multiplicity": 1
}



Record 6
{
  "formula": "C5H15N2S",
  "method": "ωB97M-V/def2-TZVPD",
  "elements": ["N", "C", "C", "C", "S", "C", "N", "C", "H", "H", "H", "H", "H", "H", "H", "H", "H", "H", "H", "H", "H", "H", "H"],
  "xyz": [[-0.760, -0.292, 1.269], [-0.556, 0.063, -0.233], [-0.053, -1.172, -0.968], [-1.147, -2.149, -1.378], [-1.232, -3.420, -0.073], [0.262, 1.324, -0.286], [1.254, 1.331, 0.760], [1.898, 2.634, 0.943], [-0.518, -1.267, 1.426], [-0.080, 0.329, 1.755], [-1.688, 0.002, 1.562], [-1.577, 0.233, -0.576], [0.676, -1.702, -0.350], [0.579, -0.893, -1.801], [-2.116, -1.649, -1.425], [-0.998, -2.594, -2.356], [-2.430, -3.928, -0.394], [0.673, 1.418, -1.294], [-0.318, 2.248, -0.210], [1.933, 0.588, 0.634], [2.327, 3.045, 0.023], [2.714, 2.540, 1.643], [1.154, 3.312, 1.326]],
  "mulliken_charge": [-0.230, 0.035, -1.365, -0.543, -0.273, -0.909, -0.414, -0.934, 0.288, 0.406, 0.340, 0.427, 0.637, 0.428, 0.360, 0.410, 0.181, 0.447, 0.540, 0.182, 0.326, 0.328, 0.334],
  "lumo_ha": -0.1086,
  "relative_energy_kj_mol": 59.0,
  "molar_mass_g_mol": 135.26,
  "max_force_ev_per_a": 1.68,
  "charge": 1,
  "spin_multiplicity": 1
}



Record 7
{
  "formula": "C5H15N2S",
  "method": "ωB97M-V/def2-TZVPD",
  "elements": ["N", "C", "C", "S", "C", "N", "C", "C", "H", "H", "H", "H", "H", "H", "H", "H", "H", "H", "H", "H", "H", "H", "H"],
  "xyz": [[-0.621, 0.297, -2.086], [0.698, 0.303, -1.409], [1.054, -0.846, -0.411], [-0.318, -1.519, 0.540], [0.728, 1.597, -0.566], [-0.035, 1.533, 0.653], [-1.474, 1.352, 0.562], [0.430, 0.695, 1.611], [-1.155, -0.281, -1.439], [-0.591, -0.245, -2.951], [-1.244, -5.322, 1.188], [1.490, 0.318, -2.152], [1.866, -0.577, 0.265], [1.477, -1.687, -0.981], [-0.603, -4.962, 1.244], [1.773, 1.619, -0.247], [0.434, 2.434, -1.190], [-1.786, 0.526, -0.092], [-1.825, 1.263, 1.587], [-1.880, 2.306, 0.205], [0.147, 0.931, 2.638], [-0.077, -0.387, 1.430], [1.513, 0.654, 1.602]],
  "mulliken_charge": [-0.541, 0.037, -0.721, -0.107, -1.101, 0.253, -0.864, -0.739, 0.161, 0.311, 0.110, 0.512, 0.441, 0.391, -0.111, 0.424, 0.409, 0.353, 0.383, 0.310, 0.339, 0.354, 0.396],
  "lumo_ha": -0.2478,
  "relative_energy_kj_mol": 509.2,
  "molar_mass_g_mol": 135.26,
  "max_force_ev_per_a": 5.64,
  "charge": 1,
  "spin_multiplicity": 1
}



Record 8
{
  "formula": "C5H15N3",
  "method": "ωB97M-V/def2-TZVPD",
  "elements": ["C", "C", "C", "N", "H", "H", "H", "H", "H", "H", "H", "H", "H", "N", "N", "C", "C", "H", "H", "H", "H", "H", "H"],
  "xyz": [[1.549, -0.335, 1.358], [0.931, 1.876, 0.543], [-1.337, -0.017, 0.997], [0.723, 0.438, 0.433], [1.313, -0.055, 2.387], [2.616, -0.167, 1.171], [1.344, -1.401, 1.259], [0.755, 2.182, 1.576], [1.961, 2.152, 0.289], [0.239, 2.424, -0.096], [-1.144, 0.693, 1.802], [-1.966, 0.497, 0.277], [-1.821, -0.873, 1.455], [-1.793, -1.411, -1.346], [0.085, 0.587, -1.946], [-0.604, -1.321, -0.546], [0.456, -0.303, -0.896], [-2.528, -1.901, -0.828], [-1.778, -1.884, -2.242], [-0.869, 0.479, -2.263], [0.668, 1.402, -2.061], [-0.214, -2.275, -0.193], [1.413, -0.785, -1.131]],
  "mulliken_charge": [-1.077, -1.274, -0.955, 0.219, 0.355, 0.322, 0.299, 0.371, 0.351, 0.397, 0.339, 0.358, 0.323, -0.613, -0.524, -0.331, -0.031, 0.234, 0.209, 0.217, 0.213, 0.284, 0.314],
  "lumo_ha": 0.0357,
  "relative_energy_kj_mol": 494.8,
  "molar_mass_g_mol": 117.20,
  "max_force_ev_per_a": 2.56,
  "spin_multiplicity": 1
}



Record 9
{
  "formula": "C5H15N3",
  "method": "ωB97M-V/def2-TZVPD",
  "elements": ["C", "C", "N", "H", "H", "H", "H", "H", "H", "H", "C", "C", "C", "N", "N", "H", "H", "H", "H", "H", "H", "H", "H"],
  "xyz": [[-0.568, -0.249, 1.528], [-2.046, -0.548, 1.608], [-1.222, 0.532, -0.684], [-1.478, 1.479, -0.425], [-1.882, 0.068, -1.304], [-0.283, 0.366, 2.381], [-0.003, -1.177, 1.581], [-2.260, -1.024, 2.573], [-2.651, 0.360, 1.553], [-2.356, -1.261, 0.841], [2.136, 0.287, 0.694], [0.456, -1.058, -1.466], [0.220, 0.334, -0.873], [0.735, 1.345, -1.775], [0.729, 0.552, 0.451], [0.848, 2.266, -1.367], [0.514, 1.279, -2.763], [2.760, 0.350, -0.209], [2.285, -0.718, 1.127], [2.516, 1.038, 1.392], [-0.033, -1.152, -2.441], [0.060, -1.839, -0.813], [1.523, -1.231, -1.610]],
  "mulliken_charge": [-0.478, -1.063, -0.475, 0.191, 0.199, 0.361, 0.314, 0.404, 0.283, 0.257, -1.009, -1.563, 0.826, -0.528, -0.240, 0.227, 0.178, 0.393, 0.274, 0.305, 0.439, 0.357, 0.348],
  "lumo_ha": 0.0401,
  "relative_energy_kj_mol": 323.2,
  "molar_mass_g_mol": 117.20,
  "max_force_ev_per_a": 4.17,
  "spin_multiplicity": 1
}



Record 10
{
  "formula": "C5H15N3",
  "method": "ωB97M-V/def2-TZVPD",
  "elements": ["C", "C", "N", "N", "H", "H", "H", "H", "H", "H", "H", "H", "C", "C", "C", "N", "H", "H", "H", "H", "H", "H", "H"],
  "xyz": [[-1.728, -0.143, -0.072], [-1.046, 0.475, 1.018], [-2.285, -1.460, 0.130], [-2.454, 0.709, -0.972], [-0.459, -0.419, -0.883], [-1.771, -1.995, 0.820], [-2.311, -1.999, -0.729], [-3.402, 0.869, -0.637], [-2.529, 0.302, -1.898], [0.191, 0.431, 0.740], [-1.073, -0.040, 1.978], [-1.205, 1.546, 1.111], [2.133, 1.380, -0.169], [1.968, -1.040, 0.685], [1.363, 0.081, -0.129], [0.647, -0.308, -1.226], [0.568, 0.460, -1.891], [3.046, 1.280, -0.769], [1.530, 2.181, -0.605], [1.286, -1.891, 0.734], [2.900, -1.394, 0.227], [2.197, -0.718, 1.704], [2.435, 1.692, 0.833]],
  "mulliken_charge": [0.492, -1.130, -0.665, -0.565, 0.369, 0.219, 0.231, 0.266, 0.260, -0.002, 0.383, 0.237, -1.434, -1.322, 0.948, -0.741, 0.312, 0.367, 0.403, 0.344, 0.370, 0.314, 0.345],
  "lumo_ha": 0.0307,
  "relative_energy_kj_mol": 309.4,
  "molar_mass_g_mol": 117.20,
  "max_force_ev_per_a": 0.42,
  "spin_multiplicity": 1
}



Record 11
{
  "formula": "C5H15N3",
  "method": "ωB97M-V/def2-TZVPD",
  "elements": ["C", "C", "C", "C", "N", "N", "C", "N", "H", "H", "H", "H", "H", "H", "H", "H", "H", "H", "H", "H", "H", "H", "H"],
  "xyz": [[-1.097, 0.427, 1.477], [-0.039, 0.364, 0.400], [-0.503, 0.723, -1.005], [-1.825, 0.072, -1.468], [-1.935, -1.234, -0.954], [0.632, -0.968, 0.490], [1.807, -1.175, -0.379], [2.578, -0.035, -0.509], [-0.953, -0.003, 2.472], [-1.416, 1.462, 1.650], [-1.945, -0.188, 1.137], [0.787, 1.021, 0.627], [0.339, 0.411, -1.633], [-0.534, 1.811, -0.996], [-1.904, 0.287, -2.540], [-2.601, 0.734, -1.017], [-0.056, -1.694, 0.266], [-2.125, -1.849, -1.749], [1.554, 1.680, 3.034], [2.335, -2.072, 0.013], [2.217, 1.913, 3.268], [3.276, -0.132, -1.244], [1.409, -1.559, -1.338]],
  "mulliken_charge": [-1.777, 0.156, -0.674, -0.676, -0.545, -0.390, -0.490, -0.562, 0.423, 0.326, 0.478, 0.690, 0.364, 0.362, 0.446, 0.266, 0.355, 0.222, -0.242, 0.440, 0.233, 0.210, 0.388],
  "lumo_ha": -0.1156,
  "relative_energy_kj_mol": 817.7,
  "molar_mass_g_mol": 117.20,
  "max_force_ev_per_a": 2.18,
  "spin_multiplicity": 1
}



Record 12
{
  "formula": "C5H15N3",
  "method": "ωB97M-V/def2-TZVPD",
  "elements": ["C", "C", "N", "N", "H", "H", "H", "H", "H", "H", "H", "H", "N", "C", "C", "C", "H", "H", "H", "H", "H", "H", "H"],
  "xyz": [[-2.294, -0.083, 0.109], [-2.161, 1.259, 0.771], [-3.091, 2.178, 0.061], [-1.425, -1.067, 0.811], [-3.325, -0.317, 0.161], [-1.997, -0.031, -0.992], [-2.446, 1.125, 1.833], [-1.121, 1.651, 0.679], [-2.879, 3.115, 0.334], [-4.026, 2.027, 0.488], [-1.845, -1.368, 1.703], [-1.388, -1.988, 0.318], [1.603, -2.002, -1.146], [1.685, -0.686, -0.480], [3.583, 0.863, -0.354], [3.050, -0.325, 0.003], [0.601, -2.319, -1.114], [2.079, -2.698, -0.553], [1.015, -0.720, 0.379], [1.318, 0.011, -1.201], [4.608, 1.095, -0.132], [2.949, 1.604, -0.780], [3.665, -1.126, 0.499]],
  "mulliken_charge": [-0.486, -0.399, -0.622, -0.539, 0.352, 0.303, 0.228, 0.287, 0.237, 0.230, 0.217, 0.197, -0.705, -0.049, -0.787, -0.040, 0.246, 0.254, 0.154, 0.202, 0.270, 0.250, 0.201],
  "lumo_ha": 0.0351,
  "relative_energy_kj_mol": 207.8,
  "molar_mass_g_mol": 117.20,
  "max_force_ev_per_a": 2.26,
  "spin_multiplicity": 1
}